No. 1
{
  "formula": "C23H44BrN2O5P",
  "method": "the ωB97M-V functional and the def2-TZVPD basis",
  "elements": ["O", "C", "O", "C", "C", "P", "C", "C", "O", "Br", "H", "H", "H", "H", "H", "H", "H", "H", "C", "C", "C", "C", "C", "C", "N", "O", "C", "C", "C", "H", "H", "H", "H", "H", "H", "H", "H", "H", "H", "H", "H", "H", "H", "H", "H", "H", "H", "C", "C", "C", "C", "C", "C", "N", "O", "C", "C", "C", "H", "H", "H", "H", "H", "H", "H", "H", "H", "H", "H", "H", "H", "H", "H", "H", "H", "H"],
  "positions_angstrom": [[-3.56, -0.79, 2.63], [-2.26, -1.14, 2.84], [-1.99, -2.58, 2.94], [-1.18, 0.09, 2.90], [0.37, -0.36, 3.15], [0.69, -1.41, 4.71], [1.01, -0.33, 6.27], [-0.33, 0.40, 6.88], [-1.18, 1.19, 6.21], [-0.76, 0.13, 8.85], [-2.36, -2.84, 3.85], [-1.58, 0.92, 3.65], [-1.21, 0.61, 1.83], [1.02, 0.62, 3.25], [0.77, -0.94, 2.20], [-0.52, -2.17, 5.06], [1.83, 0.49, 6.13], [1.40, -1.09, 7.10], [0.84, 4.51, -0.06], [2.26, 4.03, 0.34], [3.31, 4.58, -0.67], [3.29, 3.86, -2.01], [3.40, 2.35, -1.83], [2.35, 1.77, -0.85], [2.28, 2.53, 0.44], [3.41, 2.18, 1.20], [0.95, 1.76, -1.52], [2.66, 0.25, -0.64], [2.51, 4.73, 1.72], [0.69, 4.55, -1.14], [0.07, 3.87, 0.38], [0.64, 5.53, 0.29], [4.32, 4.49, -0.25], [3.14, 5.65, -0.83], [2.38, 4.11, -2.57], [4.12, 4.22, -2.63], [3.30, 1.87, -2.81], [4.41, 2.12, -1.48], [0.17, 1.45, -0.81], [0.92, 1.04, -2.35], [0.66, 2.71, -1.95], [3.68, 0.08, -0.27], [2.58, -0.30, -1.58], [1.96, -0.20, 0.07], [1.80, 4.38, 2.48], [2.39, 5.82, 1.64], [3.52, 4.57, 2.10], [-0.78, -4.41, -1.67], [-1.09, -2.93, -1.30], [-2.40, -2.86, -0.48], [-3.66, -3.08, -1.31], [-3.69, -2.14, -2.51], [-2.40, -2.21, -3.37], [-1.15, -2.10, -2.56], [-1.01, -0.75, -2.18], [-2.39, -3.53, -4.19], [-2.50, -1.10, -4.48], [0.09, -2.52, -0.37], [-1.67, -5.00, -1.88], [-0.10, -4.47, -2.53], [-0.28, -4.93, -0.85], [-2.48, -1.88, 0.02], [-2.38, -3.61, 0.33], [-3.73, -4.12, -1.64], [-4.55, -2.89, -0.69], [-4.57, -2.38, -3.13], [-3.85, -1.11, -2.15], [-1.44, -3.65, -4.73], [-3.19, -3.53, -4.94], [-2.56, -4.42, -3.59], [-2.63, -0.10, -4.07], [-3.36, -1.28, -5.14], [-1.60, -1.10, -5.11], [1.05, -2.56, -0.91], [0.17, -3.21, 0.49], [-0.03, -1.52, 0.06]],
  "mulliken_spin": [0.000, 0.000, 0.000, -0.001, 0.003, 0.000, 0.000, 0.000, 0.000, 0.000, 0.000, 0.000, 0.002, -0.002, 0.000, 0.000, 0.000, 0.000, 0.014, 0.028, 0.019, -0.019, 0.019, 0.017, 0.247, 0.654, 0.037, -0.015, -0.006, 0.001, -0.006, 0.001, 0.003, 0.003, 0.001, 0.002, 0.003, 0.004, -0.006, -0.006, -0.001, 0.001, 0.000, 0.004, 0.000, 0.000, 0.001, 0.010, 0.043, 0.021, -0.016, 0.016, 0.038, 0.286, 0.629, 0.006, -0.007, -0.035, 0.001, -0.009, 0.001, -0.002, 0.000, 0.000, 0.002, 0.000, 0.002, -0.006, 0.000, 0.001, 0.000, 0.000, 0.001, 0.004, 0.000, 0.013],
  "spin_multiplicity": 3,
  "energy_ev": -117105.30180
}



No. 2
{
  "formula": "C23H44FeN3O2P2",
  "method": "the ωB97M-V functional and the def2-TZVPD basis",
  "elements": ["Fe", "P", "P", "N", "C", "H", "H", "C", "H", "H", "C", "H", "H", "C", "H", "H", "C", "C", "H", "H", "H", "C", "C", "H", "H", "H", "C", "C", "H", "H", "H", "C", "C", "H", "H", "H", "C", "O", "C", "H", "H", "H", "C", "H", "H", "H", "C", "H", "H", "H", "C", "H", "H", "H", "H", "H", "H", "H", "H", "H", "N", "C", "O", "C", "C", "C", "N", "C", "C", "H", "H", "H", "H", "H", "H"],
  "positions_angstrom": [[-0.20, -0.02, -0.13], [0.70, 1.14, -1.81], [-1.13, -1.24, 1.50], [-1.83, -0.23, -1.21], [-0.80, 1.24, -2.94], [-0.89, 2.25, -3.34], [-0.67, 0.58, -3.80], [-2.06, 0.85, -2.19], [-2.43, 1.74, -1.60], [-2.87, 0.50, -2.89], [-3.06, -0.46, -0.38], [-3.87, -0.82, -1.08], [-3.35, 0.55, 0.03], [-2.85, -1.43, 0.76], [-2.98, -2.44, 0.40], [-3.60, -1.27, 1.54], [-1.49, -0.47, 3.17], [-0.21, -0.01, 3.87], [-0.46, 0.42, 4.86], [0.30, 0.77, 3.30], [0.49, -0.83, 4.04], [-0.56, -2.99, 1.78], [0.60, -3.10, 2.77], [1.04, -4.10, 2.71], [0.26, -2.98, 3.80], [1.38, -2.36, 2.54], [2.01, 0.34, -2.87], [3.43, 0.55, -2.35], [4.12, -0.13, -2.87], [3.48, 0.34, -1.27], [3.78, 1.57, -2.54], [1.15, 2.95, -1.60], [2.23, 3.15, -0.52], [2.48, 4.21, -0.43], [3.15, 2.61, -0.76], [1.87, 2.81, 0.46], [-0.15, 1.49, 0.98], [-0.37, 2.47, 1.56], [-1.68, -3.98, 2.12], [-2.12, -3.79, 3.10], [-2.50, -3.98, 1.40], [-1.30, -5.01, 2.13], [1.91, 0.67, -4.36], [2.61, 0.06, -4.94], [0.93, 0.47, -4.80], [2.15, 1.72, -4.58], [1.52, 3.68, -2.90], [1.55, 4.76, -2.72], [2.50, 3.38, -3.28], [0.77, 3.53, -3.68], [-2.36, -1.33, 4.09], [-1.81, -2.19, 4.50], [-2.70, -0.73, 4.95], [-3.27, -1.69, 3.60], [-2.06, 0.44, 2.91], [0.23, 3.40, -1.21], [-0.18, -3.27, 0.78], [1.76, -0.73, -2.76], [-1.48, -1.02, -1.64], [0.00, -1.35, -1.06], [6.59, -0.96, 3.07], [5.99, -1.77, 2.13], [6.56, -2.77, 1.72], [4.63, -1.34, 1.65], [4.01, -0.18, 2.11], [2.75, 0.11, 1.60], [2.12, -0.67, 0.70], [2.74, -1.79, 0.25], [4.00, -2.17, 0.71], [7.47, -1.25, 3.43], [6.13, -0.18, 3.53], [4.43, 0.51, 2.83], [2.19, 1.00, 1.92], [2.18, -2.38, -0.49], [4.44, -3.08, 0.32]],
  "mulliken_spin": [3.123, -0.194, -0.181, 0.077, 0.019, -0.002, 0.005, 0.019, -0.007, -0.002, 0.020, -0.002, -0.007, 0.017, 0.006, -0.003, 0.011, 0.011, -0.001, -0.004, -0.002, 0.010, 0.027, -0.007, 0.002, -0.008, 0.012, 0.022, -0.007, -0.004, 0.002, 0.007, 0.011, 0.000, -0.001, -0.005, -0.136, 0.033, -0.001, 0.000, 0.000, 0.000, 0.001, -0.001, 0.000, 0.000, -0.003, -0.001, 0.000, 0.000, -0.002, 0.000, -0.001, 0.000, -0.003, -0.002, -0.005, -0.003, -0.017, 0.013, 0.023, 0.025, 0.076, 0.278, -0.088, 0.278, 0.183, 0.297, -0.039, -0.001, 0.001, 0.012, 0.073, 0.036, 0.010],
  "e_above_lowest_kcal_mol": 2.60,
  "spin_multiplicity": 5,
  "energy_ev": -86086.33987,
  "charge": 1
}



No. 3
{
  "formula": "C23H44N2O5S",
  "method": "the ωB97M-V functional and the def2-TZVPD basis",
  "elements": ["C", "C", "C", "C", "C", "C", "C", "O", "S", "O", "O", "C", "C", "C", "O", "O", "C", "H", "H", "H", "H", "H", "H", "H", "H", "H", "H", "H", "H", "H", "H", "C", "C", "N", "C", "C", "C", "C", "H", "H", "H", "H", "H", "H", "H", "H", "H", "H", "H", "H", "H", "H", "H", "C", "C", "N", "C", "C", "C", "C", "H", "H", "H", "H", "H", "H", "H", "H", "H", "H", "H", "H", "H", "H", "H"],
  "positions_angstrom": [[1.63, -6.42, -1.38], [1.90, -5.80, -2.82], [3.32, -5.51, -3.41], [3.56, -4.90, -4.83], [2.35, -4.51, -5.71], [0.94, -4.77, -5.13], [-0.43, -4.38, -5.92], [-1.22, -3.61, -4.96], [-0.89, -1.96, -5.06], [0.48, -1.70, -5.67], [-0.75, -1.31, -3.49], [0.29, -2.01, -2.74], [1.42, -1.01, -2.14], [2.48, -1.99, -1.40], [2.18, -2.73, -0.43], [3.84, -2.09, -1.88], [0.70, -5.41, -3.72], [0.62, -6.96, -1.37], [1.53, -5.53, -0.65], [2.49, -7.05, -0.97], [4.24, -5.74, -2.79], [4.60, -4.70, -5.26], [2.42, -4.03, -6.74], [-0.23, -3.84, -6.91], [-0.92, -5.39, -6.19], [0.86, -2.76, -3.38], [-0.19, -2.62, -1.88], [0.99, -0.21, -1.44], [1.97, -0.59, -3.05], [4.03, -3.03, -2.09], [-0.38, -5.59, -3.34], [-0.46, -2.70, 1.55], [-0.01, -1.28, 1.84], [-1.00, -0.49, 2.57], [-0.70, 0.94, 2.58], [0.57, 1.40, 3.29], [-1.46, -1.04, 3.84], [-0.41, -1.34, 4.91], [-1.43, -2.71, 1.04], [0.26, -3.20, 0.90], [-0.55, -3.30, 2.47], [0.18, -0.80, 0.87], [0.95, -1.31, 2.37], [-1.56, 1.49, 3.00], [-0.65, 1.28, 1.53], [0.47, 1.35, 4.37], [0.77, 2.45, 3.04], [1.44, 0.82, 2.99], [-2.00, -1.97, 3.63], [-2.21, -0.37, 4.27], [0.46, -1.88, 4.51], [-0.84, -1.97, 5.69], [-0.05, -0.43, 5.40], [-1.81, 8.23, 0.60], [-2.31, 7.23, 1.64], [-2.12, 5.84, 1.24], [-2.86, 4.89, 2.07], [-2.49, 4.79, 3.54], [-0.76, 5.44, 0.91], [0.32, 5.65, 1.97], [-2.25, 8.04, -0.38], [-2.09, 9.25, 0.91], [-0.72, 8.21, 0.51], [-3.38, 7.42, 1.77], [-1.83, 7.45, 2.60], [-2.80, 3.90, 1.62], [-3.93, 5.16, 2.01], [-1.54, 4.27, 3.68], [-3.25, 4.22, 4.08], [-2.42, 5.77, 4.02], [-0.45, 5.99, 0.01], [-0.75, 4.39, 0.59], [0.27, 6.63, 2.43], [1.31, 5.55, 1.51], [0.26, 4.89, 2.76]],
  "mulliken_charge": [-0.990, 0.856, -0.721, -0.458, -0.481, 0.596, -0.809, -0.260, 0.543, -0.472, -0.323, 0.267, -0.545, 0.489, -0.487, -0.508, -0.375, 0.325, 0.118, 0.329, 0.384, 0.300, 0.306, 0.354, 0.374, -0.153, 0.178, 0.276, 0.301, 0.366, 0.211, -1.192, 0.026, 0.216, -0.610, -0.965, -0.651, -0.977, 0.301, 0.172, 0.402, -0.035, 0.252, 0.294, 0.342, 0.229, 0.259, 0.336, 0.365, 0.355, 0.246, 0.380, 0.269, -1.419, -0.345, 0.112, -0.684, -0.937, -0.638, -0.867, 0.330, 0.432, 0.292, 0.442, 0.270, 0.350, 0.391, 0.083, 0.401, 0.368, 0.348, 0.294, 0.286, 0.368, 0.117],
  "spin_multiplicity": 1,
  "energy_ev": -48610.85744
}



- Which formula does entry 2 have?
  C23H44FeN3O2P2



- What is the formula in the third record?
  C23H44N2O5S